(1)
ORCA calculation (ωB97M-V/def2-TZVPD) on a molecular structure, C47H61CrN3O2PS2Si4Te at a distorted geometry.

```
122
Properties=species:S:1:pos:R:3
Cr 0.502 -0.071 0.184
O -2.250 0.497 -0.751
N -1.219 1.022 0.074
C -1.333 2.467 -0.038
C -0.372 3.413 0.214
C -0.733 4.781 -0.135
C 0.116 5.832 -0.013
C 1.430 5.665 0.499
C 1.806 4.399 0.878
C 0.965 3.265 0.785
P 1.627 1.663 1.324
C 3.426 1.792 0.895
C 3.733 2.046 -0.445
C 5.045 2.082 -0.885
C 6.089 1.872 0.010
C 5.800 1.630 1.340
C 4.475 1.586 1.780
C 1.748 1.811 3.175
C 1.371 2.966 3.857
C 1.457 3.039 5.244
C 1.917 1.954 5.976
C 2.292 0.796 5.311
C 2.203 0.726 3.924
H -2.086 -0.465 -0.797
H -2.256 2.754 -0.518
H -1.723 4.936 -0.550
H -0.215 6.819 -0.326
H 2.113 6.501 0.583
H 2.800 4.259 1.286
H 2.927 2.192 -1.155
H 5.252 2.259 -1.934
H 7.117 1.886 -0.334
H 6.602 1.471 2.054
H 4.281 1.395 2.826
H 1.012 3.818 3.293
H 1.165 3.951 5.750
H 1.981 2.011 7.058
H 2.650 -0.065 5.866
H 2.481 -0.189 3.414
S -1.789 -2.550 -0.967
C -3.379 -2.901 -1.213
N -4.346 -1.925 -1.082
C -5.670 -2.148 -1.147
C -6.152 -3.377 -1.428
C -5.213 -4.432 -1.659
C -3.900 -4.216 -1.537
H -4.007 -0.973 -0.983
H -6.300 -1.295 -0.936
H -7.217 -3.543 -1.470
H -5.569 -5.421 -1.923
H -3.183 -5.012 -1.664
C -2.132 -3.964 4.312
Si -1.030 -5.051 3.250
C -0.985 -6.755 4.066
C -1.890 -5.249 1.600
Si 1.059 -4.050 2.984
Te 0.876 -2.012 1.690
Si 2.450 -5.545 1.872
C 1.559 -6.139 0.327
C 2.945 -7.094 2.840
C 4.024 -4.701 1.332
Si 1.919 -3.730 5.113
C 2.014 -5.327 6.118
C 0.875 -2.565 6.153
C 3.672 -3.061 5.072
H -3.182 -4.276 4.262
H -2.060 -2.929 3.949
H -1.815 -3.970 5.362
H -1.987 -7.196 4.124
H -0.576 -6.693 5.082
H -0.343 -7.440 3.496
H -2.970 -5.406 1.713
H -1.470 -6.085 1.026
H -1.732 -4.339 1.010
H 0.814 -6.910 0.563
H 2.257 -6.539 -0.416
H 1.028 -5.291 -0.126
H 2.086 -7.521 3.376
H 3.718 -6.864 3.584
H 3.339 -7.859 2.162
H 3.777 -3.783 0.784
H 4.623 -5.338 0.673
H 4.638 -4.408 2.193
H 1.011 -5.662 6.411
H 2.603 -5.172 7.030
H 2.476 -6.138 5.542
H -0.029 -3.079 6.496
H 0.557 -1.697 5.563
H 1.422 -2.202 7.032
H 4.368 -3.831 4.717
H 3.998 -2.725 6.063
H 3.749 -2.216 4.376
S 4.759 -1.458 -1.589
C 3.335 -0.963 -0.947
N 2.324 -0.616 -0.491
C -3.323 -0.484 1.823
O -1.948 -0.700 1.561
C -1.135 0.441 1.420
C -1.411 1.418 2.533
H -3.496 -0.175 2.858
H -3.810 -1.450 1.663
H -3.764 0.263 1.154
H -1.354 0.884 3.484
H -2.404 1.860 2.416
H -0.710 2.239 2.566
C 0.402 -2.789 -4.987
C 0.650 -3.118 -3.635
C 0.659 -2.141 -2.680
C 0.440 -0.771 -2.989
C 0.469 0.245 -1.964
C 0.476 1.541 -2.428
C 0.301 1.885 -3.793
C 0.146 0.918 -4.744
C 0.254 -0.445 -4.362
C 0.211 -1.481 -5.337
H 0.378 -3.568 -5.743
H 0.831 -4.149 -3.355
H 0.869 -2.411 -1.654
H 0.600 2.366 -1.739
H 0.255 2.935 -4.066
H -0.022 1.166 -5.788
H 0.038 -1.205 -6.374
```

HOMO-LUMO gap (alpha / beta) ... 4.615 / 4.674 eV
Lowest unoccupied orbital energy (alpha / beta) ... 3.6958 / 3.6976 eV
Net charge ... -2
2S+1 ... 4

---

(2)
ORCA calculation (ωB97M-V/def2-TZVPD) on a molecular structure, C47H64BrI2LuN4OPSi.

```
122
Properties=species:S:1:pos:R:3
Lu 0.355 -0.013 1.104
I 2.251 -2.439 0.910
C 1.868 -4.246 2.170
C 2.831 -5.151 1.814
C 2.972 -6.410 2.441
C 2.121 -6.743 3.443
C 1.096 -5.851 3.844
C 0.220 -6.264 4.872
C -0.807 -5.470 5.276
C -0.977 -4.220 4.663
C -0.140 -3.754 3.675
P -0.652 -2.066 3.095
C -0.684 -1.198 4.711
C 0.402 -1.391 5.577
C 0.513 -0.662 6.753
C -0.469 0.259 7.097
C -1.552 0.453 6.252
C -1.650 -0.258 5.059
C -2.366 -2.480 2.612
C -3.522 -2.148 3.303
C -4.771 -2.496 2.791
C -4.873 -3.185 1.593
C -3.715 -3.555 0.913
C -2.473 -3.202 1.420
C 0.942 -4.571 3.211
H 3.529 -4.897 1.018
H 3.752 -7.092 2.123
H 2.203 -7.699 3.951
H 0.379 -7.236 5.326
H -1.488 -5.788 6.057
H -1.802 -3.602 4.998
H 1.154 -2.136 5.345
H 1.359 -0.828 7.409
H -0.391 0.821 8.020
H -2.322 1.171 6.508
H -2.481 -0.056 4.400
H -3.467 -1.629 4.251
H -5.666 -2.230 3.341
H -5.846 -3.452 1.199
H -3.786 -4.128 -0.004
H -1.569 -3.503 0.896
N 2.015 2.111 0.904
C 2.418 3.003 2.012
C 3.217 2.276 3.072
C 2.412 1.280 3.879
N 2.045 0.089 3.080
H 2.842 1.815 0.396
H 1.482 2.660 0.238
H 1.512 3.411 2.455
H 3.003 3.839 1.625
H 3.629 3.017 3.760
H 4.080 1.772 2.613
H 1.491 1.740 4.240
H 2.990 0.968 4.751
H 1.635 -0.584 3.722
H 2.888 -0.364 2.743
O -2.257 -0.221 0.668
H -2.900 -0.942 0.657
H -2.703 0.588 0.949
C -0.741 -3.143 -2.757
C -0.512 -2.222 -1.639
N -0.336 -1.497 -0.775
H -1.138 -4.086 -2.381
H 0.204 -3.334 -3.266
H -1.449 -2.706 -3.460
I -1.033 2.112 2.492
C 2.926 -0.454 -0.481
C 3.494 -0.654 -1.811
C 4.865 -0.883 -2.009
C 5.384 -1.074 -3.277
C 4.549 -1.054 -4.394
C 3.182 -0.849 -4.218
C 2.668 -0.659 -2.950
C 5.092 -1.221 -5.725
N 5.523 -1.356 -6.783
H 2.015 0.127 -0.587
H 3.603 -0.011 0.245
H 5.527 -0.906 -1.149
H 6.445 -1.242 -3.414
H 2.532 -0.835 -5.087
H 1.602 -0.488 -2.821
C 1.637 2.943 -3.733
C 0.225 2.798 -4.333
C 0.199 1.445 -5.059
C 0.012 3.919 -5.372
Si -1.161 2.907 -3.037
Br -0.289 1.592 -1.291
C -2.753 1.964 -3.465
C -3.248 2.438 -4.849
C -3.850 2.248 -2.428
C -2.561 0.436 -3.498
C -1.406 4.601 -2.225
C -2.060 4.516 -0.836
C -2.302 5.460 -3.146
C -0.059 5.317 -2.041
H 2.361 2.887 -4.556
H 1.875 2.133 -3.039
H 1.795 3.891 -3.224
H 1.040 1.416 -5.763
H -0.713 1.290 -5.638
H 0.321 0.607 -4.364
H 0.770 3.819 -6.156
H 0.125 4.915 -4.938
H -0.968 3.871 -5.857
H -3.426 3.518 -4.885
H -4.201 1.944 -5.074
H -2.553 2.184 -5.652
H -4.173 3.290 -2.433
H -3.530 1.989 -1.412
H -4.726 1.633 -2.671
H -1.864 0.109 -4.269
H -3.535 -0.024 -3.715
H -2.219 0.053 -2.532
H -3.076 4.121 -0.862
H -2.116 5.533 -0.426
H -1.477 3.912 -0.134
H -3.320 5.066 -3.217
H -1.906 5.558 -4.161
H -2.374 6.469 -2.725
H 0.643 4.726 -1.443
H -0.238 6.258 -1.507
H 0.420 5.567 -2.989
```

HOMO-LUMO gap ... 6.993 eV
Lowest unoccupied orbital energy ... -1.9183 eV
Net charge ... +1